Molecular formula: C6H8
Method: DFT, ωB97M-V/def2-TZVPD

Each line ends with the Löwdin charge.
Cartesian coordinates (Å):
H  1.767  -1.261  -0.618  0.100
C  -1.713  -0.536  0.453  -0.212
C  2.117  -0.305  -0.078  -0.083
H  -2.173  0.832  -1.138  0.147
H  -1.869  1.575  0.544  0.065
H  2.885  -0.489  0.630  0.047
C  -0.219  0.330  -0.452  -0.288
H  -0.134  -0.113  -1.429  0.133
C  -1.614  0.857  -0.118  -0.107
H  2.575  0.460  -0.779  0.091
H  0.622  0.685  1.464  0.123
C  0.820  0.325  0.469  -0.147
C  -0.513  -1.175  0.464  0.053
H  -2.554  -1.185  0.589  0.078

Output
- multiplicity = 1
- relative energy (zero: lowest compared OMol25 entry of this formula, charge and spin) (eV) = 4.949
- F_max (eV/A) = 6.05

Molecular formula: C30H33CaN6O8P2S2Si
Method: DFT, ωB97M-V/def2-TZVPD

Each line ends with the Löwdin charge.
Cartesian coordinates (Å):
C  -4.390  1.880  -0.285  -0.042
P  -1.814  0.317  -3.624  0.318
C  -3.404  0.914  -0.258  -0.170
H  -1.064  -1.718  -5.903  0.090
C  3.677  4.964  2.845  -0.103
N  -0.101  3.779  1.475  0.120
H  -3.500  -2.770  -3.466  0.153
H  -3.449  -1.642  6.076  0.025
H  -0.861  4.391  1.691  0.108
C  -2.005  -1.888  -5.381  -0.083
H  3.574  2.205  -5.103  0.114
C  5.318  0.927  -4.915  -0.089
O  -0.784  -3.917  -3.554  -0.158
H  -1.765  -3.947  6.857  0.024
H  -0.008  -4.482  -3.432  0.076
N  -3.063  -1.931  -3.099  0.174
H  2.254  -1.346  1.032  0.066
H  -0.085  1.317  -4.323  0.045
H  6.900  -0.464  -4.505  0.093
C  0.811  -2.641  3.763  -0.108
C  4.005  -0.258  -2.820  -0.092
H  -2.768  -2.103  -2.130  0.124
C  -1.834  2.383  0.483  -0.190
C  -3.080  -4.183  4.037  -0.205
C  5.913  -0.122  -4.215  -0.089
H  -2.538  -5.046  3.633  0.032
S  2.096  1.782  0.940  1.029
H  -3.719  -3.782  3.247  -0.007
H  0.466  6.032  2.708  0.110
H  -2.268  -2.941  -5.499  0.073
C  3.026  -0.652  -1.744  -0.456
O  -0.750  -2.274  -1.607  -0.476
N  -2.152  1.152  0.111  0.063
H  1.055  -3.106  4.715  0.081
C  2.582  5.789  3.026  -0.103
C  -2.760  3.418  0.517  -0.017
Ca  -0.086  -0.409  -0.809  1.276
O  -0.895  0.944  -4.750  -0.117
C  5.254  -0.736  -3.150  -0.009
H  -3.275  -0.868  4.477  0.003
O  3.204  -1.562  -0.955  0.052
C  4.050  1.393  -4.565  -0.009
H  -3.701  -4.528  4.873  0.023
N  0.447  1.672  0.585  -0.273
O  1.270  1.838  -3.299  0.017
H  -3.680  -1.105  -3.164  0.110
H  2.690  6.746  3.521  0.097
H  2.883  -2.428  3.148  0.092
Si  -1.873  -2.889  4.623  0.454
N  1.923  0.189  -1.777  -0.008
H  4.657  5.264  3.195  0.098
H  4.364  3.079  2.060  0.107
O  -1.195  0.550  -2.276  -0.468
H  -0.304  -2.982  6.583  0.026
H  -4.799  3.950  0.123  0.105
H  5.697  -1.560  -2.603  0.114
C  1.169  4.169  1.934  -0.235
H  -2.770  -1.258  -5.841  0.081
C  3.422  0.780  -3.504  -0.088
C  -4.060  3.159  0.119  -0.062
C  -2.739  -1.376  5.282  -0.195
C  -0.394  2.586  0.857  -0.323
C  -0.806  -1.839  2.149  -0.765
C  1.485  -1.655  1.729  -0.174
O  0.897  -1.974  -3.613  -0.258
O  -3.271  0.625  -3.800  -0.323
C  -1.013  -3.670  6.107  -0.210
H  -0.468  -4.581  5.829  0.029
H  5.850  1.385  -5.741  0.093
N  0.215  -1.423  1.339  -0.085
C  -1.817  -1.539  -3.911  -0.478
C  1.841  -2.262  2.908  -0.087
H  -3.624  -0.115  -0.516  0.073
H  -2.497  4.424  0.812  0.099
S  -2.443  -1.651  1.623  0.541
C  3.512  3.737  2.207  -0.107
P  -0.413  -2.391  -3.082  0.299
H  -5.388  1.635  -0.621  0.107
C  2.084  1.032  -2.847  -0.424
C  2.269  3.337  1.753  -0.446
C  1.330  5.388  2.570  -0.033
C  -0.515  -2.436  3.421  -0.274
H  -2.002  -0.682  5.700  0.030

Output
- multiplicity = 1
- net charge = -1
- relative energy (zero: lowest compared OMol25 entry of this formula, charge and spin) (eV) = 1.697
- F_max (eV/A) = 2.56

Molecular formula: C7H14
Method: DFT, ωB97M-V/def2-TZVPD

Each line ends with the Löwdin charge.
Cartesian coordinates (Å):
H  2.734  0.437  0.174  0.079
C  -1.205  1.757  0.628  -0.048
H  -0.157  -2.205  -0.272  0.062
H  -0.791  2.332  1.465  0.081
C  0.735  0.576  -0.638  -0.245
C  -0.628  -1.672  -1.103  -0.063
H  -1.168  -0.603  2.060  0.088
C  2.061  -0.135  -0.476  -0.064
H  1.952  -1.136  -0.046  0.065
H  2.553  -0.253  -1.450  0.078
H  0.394  -1.215  1.491  0.062
H  -1.680  -1.982  -1.129  0.078
H  -1.238  2.408  -0.253  0.081
H  0.321  0.287  2.411  0.086
C  -0.545  -0.168  -0.954  -0.250
C  -0.195  -0.307  1.647  -0.042
H  -0.154  -2.018  -2.030  0.079
C  -0.381  0.510  0.382  -0.476
H  0.832  1.541  -1.139  0.132
H  -2.239  1.491  0.882  0.084
H  -1.202  0.357  -1.649  0.133

Output
- multiplicity = 1
- relative energy (zero: lowest compared OMol25 entry of this formula, charge and spin) (eV) = 0.714
- F_max (eV/A) = 0.21

Molecular formula: C21H17Cl56NOPS
Method: DFT, ωB97M-V/def2-TZVPD

Each line ends with the Löwdin charge.
Cartesian coordinates (Å):
Cl  2.752  3.300  5.184  0.479
Cl  1.127  -1.423  6.346  0.486
H  -4.513  2.632  -0.865  -0.057
H  -5.063  1.594  -2.520  -0.079
Cl  2.958  2.577  2.373  0.487
H  -3.118  -0.857  -2.125  0.083
Cl  -4.861  1.538  3.805  0.519
Cl  2.242  -5.571  -0.908  0.515
Cl  0.906  -4.079  5.179  0.508
N  -4.694  0.319  -0.663  -0.200
Cl  3.057  6.874  6.832  0.508
H  0.431  4.450  -1.204  0.096
Cl  9.750  -1.284  -11.953  0.511
P  -3.879  1.575  -1.657  0.250
Cl  12.091  -2.021  -10.391  0.511
Cl  -5.764  1.297  6.560  0.503
Cl  7.210  0.863  2.259  0.515
C  0.401  3.327  -0.857  -0.108
H  1.610  -1.037  -1.496  0.059
Cl  -6.298  -7.948  -7.552  0.503
C  -3.906  0.043  0.461  -0.769
H  -0.742  3.002  -0.761  0.099
Cl  2.180  -1.934  3.683  0.485
H  -0.885  -0.767  -1.002  0.090
C  4.780  6.692  6.418  -2.006
H  0.619  1.156  -0.237  0.125
C  -7.907  -1.557  2.452  -1.984
Cl  7.103  1.186  -6.410  0.514
C  2.593  3.143  -5.008  -1.984
H  1.569  -0.128  -3.146  0.081
Cl  1.919  5.187  3.132  0.505
C  11.380  -0.774  -11.445  -2.008
Cl  2.779  -4.698  1.815  0.491
Cl  -4.859  -1.060  5.114  0.449
Cl  4.931  5.776  4.896  0.486
Cl  11.269  0.765  -10.554  0.486
C  -3.020  0.290  11.753  -1.999
Cl  -6.807  -0.996  -7.281  0.495
C  0.880  -2.331  4.834  -1.983
Cl  3.304  1.896  -3.953  0.555
C  -2.720  -3.220  8.103  -1.965
Cl  -6.184  -0.357  -4.511  0.539
Cl  3.622  3.362  -6.446  0.468
Cl  -3.449  -4.505  7.107  0.526
O  1.064  2.468  -1.894  -0.324
Cl  -4.727  -8.397  -5.144  0.508
Cl  -4.126  -1.457  -6.248  0.511
Cl  5.516  8.302  6.218  0.507
C  -0.537  -0.607  -2.130  -0.220
H  -1.334  1.616  -2.473  0.064
Cl  -6.521  -0.848  1.586  0.536
C  2.380  -4.156  0.165  -1.988
Cl  -9.120  -0.291  2.767  0.503
S  -2.940  -0.778  1.608  0.438
Cl  0.344  2.793  3.632  0.531
Cl  -2.165  -3.909  9.649  0.491
C  -3.094  0.185  -2.705  -0.365
Cl  -8.635  -2.843  1.456  0.503
Cl  2.483  4.682  -4.117  0.522
Cl  5.615  5.814  7.724  0.507
C  5.980  -0.284  2.848  -1.992
H  2.441  1.192  -0.857  0.117
Cl  -1.791  1.301  12.553  0.507
Cl  -6.726  -6.283  -5.205  0.487
Cl  -2.944  0.977  5.920  0.492
Cl  -2.258  -1.200  11.141  0.471
H  0.959  3.280  0.180  0.066
H  -3.353  2.642  -2.517  -0.049
Cl  -1.334  -2.511  7.237  0.462
Cl  -4.277  -6.015  -6.752  0.510
Cl  4.761  0.594  3.807  0.461
Cl  0.831  -3.275  0.189  0.541
Cl  6.759  -1.520  3.867  0.514
Cl  -0.695  -1.889  4.126  0.485
Cl  6.095  -0.339  -8.674  0.515
Cl  5.189  -1.071  1.459  0.479
C  1.067  -0.152  -2.084  -0.189
C  1.993  3.464  3.580  -1.987
Cl  -6.334  -3.134  -5.365  0.464
Cl  -3.738  1.191  10.395  0.506
H  -1.177  0.529  -4.046  0.100
Cl  0.963  2.633  -5.516  0.533
Cl  -7.352  -2.246  3.998  0.466
Cl  5.855  2.561  -8.650  0.488
H  -3.641  0.116  -3.742  0.011
Cl  12.408  -0.555  -12.884  0.508
Cl  -4.294  -0.134  12.925  0.508
C  -1.464  0.512  -2.890  -0.253
Cl  8.466  1.321  -8.976  0.475
H  -0.571  -1.643  -2.712  0.114
H  -2.753  1.675  -0.763  -0.054
C  1.304  1.201  -1.185  -0.247
Cl  3.666  -3.079  -0.434  0.486
C  -4.607  0.688  5.350  -1.981
Cl  -3.934  -1.954  8.418  0.479
C  -5.507  -7.161  -6.163  -2.005
C  -5.863  -1.486  -5.851  -1.995
C  6.880  1.182  -8.177  -1.999

Output
- multiplicity = 1
- net charge = -1
- F_max (eV/A) = 11.82

Molecular formula: C2H10OSi3
Method: DFT, ωB97M-V/def2-TZVPD

Each line ends with the Löwdin charge.
Cartesian coordinates (Å):
H  -1.990  -1.590  0.891  0.052
H  3.975  -0.034  -1.009  -0.135
Si  2.547  -0.333  -0.851  0.477
H  -3.934  -0.520  -0.407  -0.107
O  -0.169  1.123  0.138  -0.401
H  -0.366  -1.636  0.191  0.067
C  -1.065  -1.032  0.776  -0.168
C  -1.312  0.300  0.108  -0.578
H  1.985  -0.338  -2.209  -0.113
H  1.640  0.764  1.995  -0.065
Si  1.466  1.130  0.576  0.430
H  -0.623  -0.879  1.761  0.073
H  -3.402  1.711  -1.324  -0.126
H  2.484  -1.738  -0.422  -0.121
Si  -2.950  0.515  -0.641  0.775
H  1.713  2.558  0.427  -0.060

Output
- multiplicity = 1
- relative energy (zero: lowest compared OMol25 entry of this formula, charge and spin) (eV) = 0.095
- F_max (eV/A) = 2.78

no.,lowest unoccupied orbital energy (eV),E_HOMO (eV),Kohn-Sham gap (eV)
1,0.950,-8.32,9.269
2,2.266,-4.07,6.336
3,1.061,-9.49,10.550
4,0.920,-4.46,5.377
5,0.605,-7.45,8.050